Entry from OMol25: a cluster of 4 separate species, CH8O2S2 in total at a distorted geometry (ωB97M-V with the def2-TZVPD basis set).

Output
Net charge: 0
Frontier orbital gap, eV: 3.25
Relative energy (zero: lowest compared OMol25 entry of this formula, charge and spin), kJ/mol: 581.2

XYZ file:
```
13
Properties=species:S:1:pos:R:3:forces:R:3:nbo_charge:R:1
C -0.773115 -0.216067 -0.502732 -0.1 0.6 1.0 -0.859
S -2.440867 -0.581000 -0.812367 0.6 -0.1 -1.1 0.283
S 2.534324 0.250258 -1.082247 -1.2 -0.1 -0.2 -0.287
H -0.404433 0.684046 -1.073836 0.0 -0.6 0.0 0.299
H -0.136865 -1.054863 -0.833001 0.3 0.0 -0.3 0.298
H -0.624994 -0.042552 0.572139 0.2 0.0 -0.4 0.256
H 3.693913 0.164830 -1.708899 0.5 -0.1 -0.4 0.110
H 3.303936 0.719821 0.809376 0.1 -0.4 0.9 0.471
H 3.778757 0.030647 2.182540 0.2 -0.1 -0.3 0.467
O 3.181568 0.665387 1.784614 -0.3 0.5 0.0 -0.973
H -3.033577 -0.244816 1.047687 -1.1 -0.3 1.1 0.454
H -3.811821 -0.077290 2.556657 -0.1 -0.5 -0.8 0.486
O -3.118589 0.160281 1.935803 0.9 1.0 0.5 -1.005
```
Positions in Å, forces in eV/Å.